DFT (wB97M-V/def2-TZVPD) results for a structure of composition C28H55ClF3N3NaO11PSi2.

Element x y z (Å)
C (-1.5770, 6.1269, 2.6161)
C (-1.3832, 5.5222, 1.5692)
C (-1.5803, 4.6801, 0.2491)
C (-0.8179, 3.3000, 0.2955)
C (-0.3989, 2.7118, -0.9084)
P (-0.6406, 3.4851, -2.5951)
C (0.9198, 3.0242, -3.5613)
C (-2.0537, 2.7098, -3.5593)
C (-2.2889, 3.6601, -4.8540)
C (0.3499, 1.3387, -0.8081)
O (0.3349, 0.4434, -1.6743)
C (1.2359, 1.0805, 0.4796)
C (0.8530, 1.6696, 1.6705)
C (-0.4821, 2.5213, 1.6385)
O (-1.1671, 2.5726, 2.6255)
H (-1.8110, 6.5111, 3.6484)
H (-1.2442, 5.3443, -0.6080)
H (-2.6804, 4.4484, 0.0558)
H (1.7954, 3.3643, -2.9309)
H (0.9202, 3.4760, -4.6079)
H (1.0163, 1.8943, -3.7233)
H (-3.0394, 2.6784, -3.0174)
H (-1.8071, 1.6703, -3.9737)
H (-1.5005, 3.4177, -5.6300)
H (-2.0492, 4.7165, -4.4875)
H (-3.3438, 3.6130, -5.2445)
H (2.1575, 0.4341, 0.4206)
H (1.4879, 1.5184, 2.5879)
C (5.2908, -7.0074, 3.1181)
Si (4.0729, -5.5848, 2.8590)
C (3.4282, -5.1126, 4.5609)
C (2.6434, -6.2811, 1.8440)
N (4.8854, -4.2909, 2.0671)
Si (4.0810, -2.8421, 1.6742)
C (3.4333, -1.9246, 3.1804)
C (2.6516, -3.1053, 0.4650)
C (5.2988, -1.6722, 0.8158)
H (4.7954, -7.8421, 3.6221)
H (5.6746, -7.3699, 2.1609)
H (6.1326, -6.6880, 3.7367)
H (3.1126, -6.0073, 5.1076)
H (2.5628, -4.4504, 4.4986)
H (4.2060, -4.6184, 5.1473)
H (2.9599, -6.4881, 0.8177)
H (1.7923, -5.5967, 1.8183)
H (2.2900, -7.2199, 2.2830)
H (2.5715, -2.4256, 3.6231)
H (3.1108, -0.9140, 2.9011)
H (4.2119, -1.8304, 3.9397)
H (2.9708, -3.7122, -0.3900)
H (2.3028, -2.1401, 0.0838)
H (1.7990, -3.5926, 0.9436)
H (5.6866, -2.1232, -0.1017)
H (6.1372, -1.4393, 1.4740)
H (4.7986, -0.7318, 0.5515)
C (1.5220, -2.2516, -3.6723)
C (0.2454, -3.0543, -3.9374)
C (0.2868, -3.8346, -5.2564)
O (0.1018, -2.9447, -6.3491)
C (1.3149, -2.5053, -6.9700)
N (-0.9008, -2.0882, -4.0268)
H (1.6186, -1.3902, -4.3339)
H (1.5290, -1.8654, -2.6519)
H (2.4076, -2.8775, -3.7927)
H (0.0400, -3.7283, -3.0963)
H (-0.5650, -4.5215, -5.2779)
H (1.1894, -4.4417, -5.3536)
H (2.1290, -3.2227, -6.8512)
H (1.6061, -1.5385, -6.5545)
H (1.1193, -2.3687, -8.0337)
H (-0.8856, -1.3559, -3.3003)
H (-1.8074, -2.5721, -3.9871)
H (-0.8639, -1.6358, -4.9553)
N (4.2588, 5.0483, -3.1880)
H (3.3590, 5.5384, -3.1350)
H (5.0134, 5.7311, -3.3139)
H (4.4138, 4.5235, -2.3199)
H (4.2483, 4.4001, -3.9819)
C (-3.1949, 0.6152, 4.4073)
C (-4.3516, -0.3294, 4.7585)
O (-5.4172, -0.1478, 4.1067)
O (-4.0969, -1.1656, 5.6492)
H (-3.4864, 1.3167, 3.6194)
H (-2.8864, 1.1956, 5.2897)
H (-2.3366, 0.0365, 4.0565)
C (-6.8113, 3.6418, 2.8699)
C (-6.9007, 2.3098, 2.1540)
O (-6.9125, 2.5043, 0.7203)
C (-5.7306, 2.7029, 0.1360)
O (-4.6738, 2.7357, 0.7097)
C (-5.9091, 2.8427, -1.3749)
F (-6.9295, 3.6572, -1.7019)
F (-6.1639, 1.6543, -1.9627)
F (-4.8118, 3.3441, -1.9819)
H (-7.6135, 4.3089, 2.5421)
H (-6.8840, 3.5024, 3.9491)
H (-5.8676, 4.1459, 2.6495)
H (-7.8392, 1.8175, 2.4106)
H (-6.0915, 1.6360, 2.4523)
Na (0.4976, -2.4752, -1.6565)
O (0.3269, 2.8837, 6.9126)
Cl (-0.2157, 1.6354, 6.4158)
O (0.3741, 1.3368, 5.1207)
O (-1.6533, 1.7555, 6.2719)
O (0.0927, 0.5728, 7.3408)

Results
- Kohn-Sham gap (hartree) = 0.0410
- E_HOMO (eV) = -4.76

Atom charges from the Mulliken analysis, given in e for atoms 1 to 4:
1 C 0.186
2 C -1.148
3 C -0.107
4 C 0.323

DFT (wB97M-V/def2-TZVPD) results for a cluster of 7 separate species, C28H55F9O14 in total.

Element x y z (Å)
C (-1.6409, -0.5933, 2.1871)
C (-0.4633, -0.6948, 1.1878)
O (-0.9416, -0.6860, -0.1455)
C (-1.0463, 0.4496, -0.9283)
O (-0.5836, 1.5399, -0.5543)
C (-1.8208, 0.3265, -2.2439)
F (-2.7658, 1.2989, -2.3531)
F (-1.0085, 0.5578, -3.2841)
F (-2.3135, -0.8669, -2.4858)
H (-2.3290, 0.1779, 1.8408)
H (-1.2696, -0.4739, 3.2049)
H (-2.1714, -1.5447, 2.1487)
H (0.0082, -1.6775, 1.1802)
H (0.3184, 0.0625, 1.2473)
C (11.0489, -6.9573, 4.1140)
C (9.6493, -7.3974, 3.6258)
O (8.8395, -6.1589, 3.3608)
C (7.5013, -6.2791, 3.1996)
O (6.8906, -7.3314, 3.3705)
C (6.7057, -5.0289, 2.8211)
F (7.5396, -4.0230, 2.5482)
F (6.0981, -5.1793, 1.6803)
F (5.8103, -4.5678, 3.7320)
H (11.8796, -7.6065, 3.8370)
H (10.9648, -6.6715, 5.1625)
H (11.2559, -6.0457, 3.5533)
H (9.1359, -7.9097, 4.4395)
H (9.7871, -8.0117, 2.7360)
C (-8.5411, -2.6355, 3.9107)
C (-7.3303, -1.6895, 4.2326)
O (-7.4699, -0.3763, 3.9141)
C (-7.2277, 0.1866, 2.6756)
O (-6.7203, -0.2902, 1.6802)
C (-7.7794, 1.6621, 2.6409)
F (-8.5556, 1.8249, 1.5864)
F (-8.5133, 2.0358, 3.7307)
F (-6.7612, 2.5057, 2.3564)
H (-8.4066, -3.5730, 4.4502)
H (-8.4805, -2.6930, 2.8239)
H (-9.4341, -2.1061, 4.2427)
H (-6.5251, -2.1240, 3.6401)
H (-7.1651, -1.6953, 5.3100)
C (-3.3569, -5.4809, 8.2886)
O (-4.4967, -6.3274, 8.1846)
C (-5.4328, -6.1565, 9.2954)
C (-5.0743, -6.7066, 10.6609)
O (-4.4991, -8.0044, 10.7297)
C (-5.0462, -9.0109, 9.8843)
H (-3.0489, -5.5025, 9.3340)
H (-3.6943, -4.4874, 7.9934)
H (-2.5067, -5.7089, 7.6458)
H (-6.4316, -6.5130, 9.0434)
H (-5.5115, -5.0720, 9.3712)
H (-5.9237, -6.6359, 11.3403)
H (-4.3246, -6.0113, 11.0384)
H (-6.1325, -9.1002, 9.8908)
H (-4.6446, -9.9889, 10.1499)
H (-4.7568, -8.8660, 8.8435)
C (1.4090, 4.6276, -8.8442)
O (1.1960, 3.5136, -9.6876)
C (2.1440, 2.4656, -9.4965)
C (3.5153, 2.7212, -10.2911)
O (3.3398, 2.8121, -11.7188)
C (3.7784, 1.6812, -12.3575)
H (1.2562, 4.4120, -7.7867)
H (0.7112, 5.4572, -8.9581)
H (2.4270, 4.9958, -8.9713)
H (1.7726, 1.5221, -9.8964)
H (2.3292, 2.1842, -8.4598)
H (4.1371, 1.8681, -10.0197)
H (4.0284, 3.6138, -9.9331)
H (4.0225, 1.8270, -13.4098)
H (3.0543, 0.8708, -12.2735)
H (4.6738, 1.3339, -11.8420)
C (-3.5518, 8.5526, -2.9093)
O (-4.4033, 8.4424, -4.0339)
C (-5.3710, 7.2629, -3.9942)
C (-5.9030, 7.0279, -5.3732)
O (-4.8328, 6.3942, -6.1061)
C (-4.9177, 6.5129, -7.5614)
H (-4.2264, 8.7171, -2.0690)
H (-2.7815, 9.3236, -2.9272)
H (-3.0180, 7.6475, -2.6195)
H (-6.1486, 7.3924, -3.2414)
H (-4.8137, 6.3759, -3.6930)
H (-6.1063, 7.9786, -5.8660)
H (-6.8127, 6.4322, -5.2969)
H (-4.7687, 7.4821, -8.0374)
H (-5.8244, 6.0732, -7.9768)
H (-4.1022, 5.9125, -7.9647)
C (7.8715, 5.2452, -0.5193)
O (8.2213, 4.1932, 0.4138)
C (7.1423, 3.4734, 0.9887)
C (6.8781, 2.0832, 0.3256)
O (6.4635, 2.0467, -0.9769)
C (6.2625, 0.7796, -1.5537)
H (7.1489, 5.9102, -0.0463)
H (7.6769, 4.9476, -1.5497)
H (8.6913, 5.9328, -0.7275)
H (6.2581, 4.0951, 1.1294)
H (7.4227, 3.2878, 2.0256)
H (6.1384, 1.6377, 0.9908)
H (7.7680, 1.4549, 0.3626)
H (5.9621, 1.0204, -2.5734)
H (5.4903, 0.1921, -1.0572)
H (7.1033, 0.0991, -1.6879)

Results
- Kohn-Sham gap (hartree) = 0.3514
- E_HOMO (eV) = -9.25

Atom charges from the Mulliken analysis, given in e for atoms 1 to 4:
1 C -0.944
2 C -0.298
3 O -0.298
4 C 0.440

DFT (wB97M-V/def2-TZVPD) results for a structure of composition C28H55O2RuSi4Te.

Element x y z (Å)
O (-1.3986, 1.9325, -5.5529)
C (-0.0207, 2.3253, -5.2840)
C (-0.4159, 3.7900, -5.0141)
H (0.6181, 2.1661, -6.1785)
H (0.3388, 1.7620, -4.4167)
C (-1.8536, 3.3130, -5.3533)
H (0.0669, 4.4966, -5.6656)
H (-0.2712, 4.0109, -3.9469)
C (-2.6139, 3.6151, -6.6322)
H (-2.0723, 3.4225, -7.5614)
H (-3.0159, 4.6329, -6.6372)
H (-3.5116, 2.9500, -6.6163)
C (-2.7760, 3.3926, -4.1600)
H (-2.2877, 3.2454, -3.1916)
H (-3.5758, 2.6449, -4.2164)
H (-3.2223, 4.3857, -4.1315)
Ru (0.0030, 0.0709, -1.0313)
C (0.8442, 2.1119, 0.3053)
C (2.1031, 1.4469, 0.3679)
C (2.4238, 0.9946, -0.9317)
H (2.7172, 1.3372, 1.2485)
C (1.4262, 1.4491, -1.8613)
C (0.4157, 2.1481, -1.0708)
H (-0.3249, 2.8298, -1.4916)
H (0.3130, 2.5284, 1.1515)
H (3.2987, 0.4160, -1.2221)
H (1.4880, 1.4987, -2.9370)
C (-1.8933, -0.2372, 0.2120)
C (-2.2963, 1.1228, -0.0447)
C (-2.6062, 1.2552, -1.4183)
H (-2.3633, 1.9217, 0.6968)
C (-2.0530, 0.1143, -2.1034)
C (-1.8320, -0.9122, -1.0765)
H (-1.7057, -1.9698, -1.2588)
H (-1.7750, -0.6667, 1.1963)
H (-3.2877, 1.9799, -1.8573)
H (-2.0266, -0.0237, -3.1831)
O (0.0222, -1.0537, -4.9043)
C (-0.6244, -0.6609, -6.1537)
C (0.0296, -1.2964, -7.4136)
H (-0.5158, 0.4339, -6.2321)
H (-1.7231, -0.8518, -6.1597)
C (1.1262, -2.1885, -6.8492)
H (0.4015, -0.5250, -8.1072)
H (-0.7215, -1.8754, -7.9670)
C (1.0475, -2.0399, -5.3252)
H (2.0863, -1.8826, -7.2584)
H (0.9612, -3.2227, -7.1444)
H (2.0344, -1.7239, -4.9289)
H (0.7653, -3.0143, -4.8738)
C (-2.6397, -1.6276, 4.0692)
Si (-0.9916, -2.5302, 4.2768)
C (-0.7283, -2.8789, 6.1221)
C (-1.0569, -4.1861, 3.3686)
Si (0.6991, -1.2140, 3.3025)
Te (1.0161, -1.6090, 0.7318)
Si (0.3993, 0.8710, 4.4083)
C (0.0762, 0.6305, 6.2529)
C (1.9548, 1.9043, 4.1988)
C (-1.1294, 1.7053, 3.6969)
Si (2.6565, -2.0450, 4.3031)
C (2.8436, -1.6821, 6.1510)
C (2.7118, -3.9220, 4.0745)
C (4.1009, -1.1991, 3.4285)
H (-3.4354, -2.3258, 4.3758)
H (-2.8279, -1.3305, 3.0276)
H (-2.7097, -0.7339, 4.7055)
H (-1.4515, -3.6576, 6.4145)
H (0.2763, -3.2595, 6.3511)
H (-0.9172, -1.9979, 6.7501)
H (-0.9584, -4.0498, 2.2811)
H (-0.2684, -4.8732, 3.7111)
H (-2.0379, -4.6456, 3.5757)
H (0.8468, 0.0505, 6.7730)
H (0.0495, 1.6236, 6.7262)
H (-0.8954, 0.1607, 6.4505)
H (2.0836, 2.2580, 3.1688)
H (1.8795, 2.7927, 4.8437)
H (2.8699, 1.3737, 4.4912)
H (-1.1405, 1.7066, 2.5992)
H (-2.0588, 1.2358, 4.0460)
H (-1.1534, 2.7527, 4.0363)
H (2.0434, -2.1123, 6.7661)
H (3.7937, -2.1355, 6.4765)
H (2.9029, -0.6058, 6.3619)
H (2.6995, -4.1937, 3.0087)
H (3.6530, -4.2920, 4.5135)
H (1.8767, -4.4366, 4.5729)
H (3.9716, -1.2026, 2.3371)
H (4.2311, -0.1596, 3.7620)
H (5.0177, -1.7595, 3.6740)

Results
- spin multiplicity = 6
- Kohn-Sham gap (alpha / beta) (hartree) = 0.2172 / 0.2042
- energy relative to the best compared isomer or geometry (same formula, charge and spin) (kcal per mole) = 0.0
- E_HOMO (alpha / beta) (eV) = -5.74 / -7.42
- ⟨S²⟩ = 8.794

Atom charges from the Mulliken analysis, given in e for atoms 1 to 4:
1 O -0.521
2 C 0.293
3 C -0.917
4 H 0.409

DFT (wB97M-V/def2-TZVPD) results for a structure of composition C28H55O2Si4Sr.

Element x y z (Å)
O (4.9900, -5.5051, -3.5115)
C (5.5691, -6.5003, -2.5988)
C (6.7050, -6.8737, -3.5976)
H (4.8664, -7.3061, -2.3818)
H (5.9110, -6.0385, -1.6695)
C (6.0146, -5.7915, -4.5063)
H (6.6493, -7.8766, -3.9811)
H (7.6942, -6.6111, -3.2675)
C (5.4094, -6.3468, -5.7799)
H (4.7853, -7.2221, -5.5578)
H (6.1801, -6.6408, -6.5013)
H (4.7719, -5.5829, -6.2508)
C (6.8713, -4.5708, -4.7762)
H (7.2948, -4.1852, -3.8391)
H (6.2537, -3.7772, -5.2242)
H (7.6932, -4.7948, -5.4650)
Sr (-0.0545, -0.4013, -0.0769)
C (0.5816, 1.9731, 0.7091)
C (0.2776, 1.1025, 1.8464)
C (1.2730, 0.0755, 1.9159)
H (-0.6061, 1.1577, 2.4708)
C (2.2087, 0.2904, 0.8172)
C (1.7630, 1.4575, 0.0710)
H (2.2141, 1.8321, -0.8106)
H (-0.0064, 2.7894, 0.3955)
H (1.2640, -0.7650, 2.5689)
H (3.0286, -0.3311, 0.5726)
C (-1.9501, 0.9142, -1.1136)
C (-0.7773, 1.3045, -1.8736)
C (-0.2717, 0.1014, -2.5358)
H (-0.3364, 2.2502, -1.9072)
C (-1.1567, -1.0032, -2.1873)
C (-2.2039, -0.4970, -1.3137)
H (-2.9316, -1.0807, -0.8127)
H (-2.5152, 1.5525, -0.4564)
H (0.5905, 0.0547, -3.1420)
H (-1.0144, -2.0238, -2.4324)
O (1.2227, -2.0601, -0.6947)
C (2.2049, -1.9707, -1.7486)
C (3.2373, -3.0101, -1.3917)
H (2.5868, -0.9414, -1.7918)
H (1.6972, -2.2050, -2.6912)
C (2.4169, -4.0559, -0.6248)
H (3.9916, -2.5730, -0.7090)
H (3.7499, -3.4045, -2.2605)
C (1.4433, -3.2005, 0.1527)
H (3.0093, -4.6947, 0.0098)
H (1.8682, -4.6848, -1.3483)
H (1.8817, -2.8480, 1.1020)
H (0.4694, -3.6571, 0.3620)
C (-5.3420, 1.0802, 0.4251)
Si (-4.3864, 1.3099, 2.0181)
C (-5.5134, 2.1201, 3.2770)
C (-3.8473, -0.3716, 2.6519)
Si (-2.4933, 2.5388, 1.7437)
Si (-2.9163, 4.3830, 0.4534)
C (-4.3672, 5.3424, 1.1600)
C (-1.4217, 5.5081, 0.3264)
C (-3.4171, 3.9468, -1.3072)
Si (-1.7869, 3.2362, 3.8147)
C (-2.8856, 4.5725, 4.5284)
C (-1.7473, 1.8067, 5.0363)
C (-0.0582, 3.9724, 3.7081)
H (-6.2096, 0.4429, 0.6454)
H (-4.7190, 0.5934, -0.3297)
H (-5.6894, 2.0514, 0.0673)
H (-6.4038, 1.4851, 3.3901)
H (-4.9974, 2.1895, 4.2362)
H (-5.8101, 3.1123, 2.9278)
H (-3.2022, -0.8472, 1.9082)
H (-3.3104, -0.2637, 3.5961)
H (-4.7489, -0.9849, 2.8077)
H (-4.1443, 5.7000, 2.1677)
H (-4.5513, 6.2049, 0.5052)
H (-5.2499, 4.7007, 1.1744)
H (-0.5875, 4.9713, -0.1360)
H (-1.6958, 6.3631, -0.3100)
H (-1.1458, 5.8715, 1.3179)
H (-2.5892, 3.4621, -1.8277)
H (-4.2944, 3.2964, -1.3014)
H (-3.6626, 4.8805, -1.8292)
H (-3.9201, 4.2306, 4.5963)
H (-2.5103, 4.8147, 5.5321)
H (-2.8123, 5.4666, 3.9044)
H (-1.0716, 1.0204, 4.6901)
H (-1.3810, 2.1983, 5.9965)
H (-2.7555, 1.4106, 5.1689)
H (0.6583, 3.2264, 3.3596)
H (-0.0598, 4.8281, 3.0306)
H (0.2310, 4.3048, 4.7129)

Results
- net charge = -1
- Kohn-Sham gap (hartree) = 0.1265
- energy relative to the best compared isomer or geometry (same formula, charge and spin) (kcal per mole) = 37.7
- E_HOMO (eV) = -1.73

Atom charges from the Mulliken analysis, given in e for atoms 1 to 4:
1 O -0.394
2 C -0.421
3 C -0.893
4 H 0.289